{"formula": "C8H17NOSi", "method": "wB97M-V/def2-TZVPD", "molar_mass_g_mol": 171.32, "de_lowest_kcal_mol": 88.84, "multiplicity": 1, "homo_ha": -0.339, "smiles": "C#C[Si](C)(C)C.CN(C)C=O", "e_tot_ha": -734.4150, "homo_lumo_gap_ha": 0.365, "elements": ["C", "C", "Si", "C", "C", "C", "H", "H", "H", "H", "H", "H", "H", "H", "H", "H", "C", "N", "C", "C", "O", "H", "H", "H", "H", "H", "H", "H"], "coordinates": [[-0.228452, -2.499146, -0.868786], [-0.883892, -1.502033, -0.661047], [-2.190045, -0.345745, 0.024038], [-3.862693, -1.049124, -0.581253], [-1.833174, 1.488715, -0.418664], [-2.283406, -0.640890, 1.884429], [0.442454, -3.295715, -0.988777], [-4.041310, -1.045981, -1.604526], [-4.029998, -2.038935, -0.313958], [-4.839897, -0.535073, -0.361061], [-1.390280, 1.501431, -1.351559], [-2.741846, 2.064392, -0.321983], [-1.119826, 2.031735, 0.325578], [-1.339483, -0.344648, 2.504155], [-3.076130, -0.074074, 2.401242], [-2.230703, -1.713617, 2.174917], [4.719019, 0.460022, -0.241650], [3.351425, -0.088200, -0.050035], [2.177852, 0.730730, -0.247586], [3.225994, -1.440362, 0.074303], [4.134954, -2.157171, 0.427585], [4.782947, 1.339290, -0.743194], [5.189714, 0.612496, 0.750097], [5.137344, -0.404557, -0.784268], [1.366771, 0.252839, 0.155109], [2.385843, 1.545166, 0.450431], [1.733715, 1.055184, -1.267776], [2.124331, -1.665309, -0.085094]], "forces_ev_per_a": [[-0.40, 1.19, 0.23], [-0.35, -0.22, 0.27], [-0.65, -0.07, 0.49], [-0.80, 2.49, 0.53], [0.41, -0.30, 3.64], [2.45, 0.19, 1.83], [0.33, -0.64, -0.24], [0.60, -0.09, -2.45], [0.11, -1.94, 0.89], [1.12, 0.07, 0.87], [0.65, 0.44, -2.14], [-0.38, 0.14, -0.49], [-0.96, -1.30, -1.16], [-1.20, 0.11, -1.42], [-0.04, -0.56, -0.38], [-0.91, 0.46, -0.50], [-0.71, -3.96, 2.27], [0.27, 0.35, -1.55], [0.89, 1.70, -0.70], [-0.96, 1.30, 0.68], [-0.27, -0.59, -0.57], [-0.37, 2.47, -1.80], [0.02, -0.33, -0.56], [0.98, 0.90, 0.29], [-2.03, -1.49, 1.25], [-0.57, 0.71, -0.63], [1.73, -0.34, 1.09], [1.03, -0.68, 0.25]]}